2 unconnected molecules or ions with the total composition CH5N4O2 in a non-equilibrium geometry. Source: the OMol25 dataset; level of theory: the ωB97M-V functional and the def2-TZVPD basis.

Structure (XYZ):
```
12
Properties=species:S:1:pos:R:3:forces:R:3
C 2.1337 -0.8536 -1.1386 0.6 -0.4 0.3
N -0.5301 -0.9673 0.5933 2.6 2.7 0.3
N -1.2689 -1.9376 0.3888 -1.4 -0.9 -0.3
N 2.2357 0.3670 -1.1054 0.8 0.5 -1.1
N 1.6644 1.2270 -0.1676 -0.7 0.1 -0.7
O 2.2650 -1.9901 -1.2756 -0.5 0.3 0.0
O -0.6497 0.0380 -0.1721 -0.7 -1.6 0.4
H -1.1951 -2.7364 1.0139 -0.1 0.3 -0.2
H -1.9964 -1.8190 -0.2987 -0.5 -0.4 -0.5
H 2.1155 1.0169 0.7267 -0.6 0.6 0.3
H 1.7231 2.2304 -0.4490 0.7 -0.9 0.1
H 0.6269 0.9854 -0.2630 -0.3 -0.3 1.5
```
Positions in Å, forces in eV/Å.

Results
* Kohn-Sham gap: 0.3959 Eh
* max |F|: 3.71 eV Å⁻¹
* net charge: +1
* LUMO: -3.9 eV
* multiplicity: 1


2 unconnected molecules or ions with the total composition C4H13N2O in a non-equilibrium geometry. Source: the OMol25 dataset; level of theory: the ωB97M-V functional and the def2-TZVPD basis.

Structure (XYZ):
```
20
Properties=species:S:1:pos:R:3:forces:R:3
C 2.0286 -1.5494 -2.1599 1.8 -0.8 -0.8
C 2.0552 -1.0107 -0.7757 -3.4 -0.4 1.0
O 0.9011 -0.8586 -0.2623 0.7 0.0 -0.2
N 3.0535 -0.6435 -0.0169 1.4 -1.3 -4.5
H 2.5367 -0.7369 -2.7988 -1.4 -1.4 0.3
H 0.9748 -1.8318 -2.2132 0.1 0.9 -1.1
H 2.8000 -0.4121 0.8383 -0.9 1.5 4.8
H 3.9798 -0.6387 -0.3287 1.4 -0.1 -0.2
H 2.5126 -2.5638 -2.3856 0.1 1.6 0.8
C -2.0248 0.6933 1.5007 0.7 1.6 1.3
C -2.1452 2.2144 1.0615 3.6 -1.7 -0.2
N -1.5730 -0.1610 0.3616 0.5 1.1 0.0
H -1.3829 0.4811 2.3716 0.1 0.4 -0.6
H -2.9931 0.4858 1.8654 -1.2 -1.1 -0.1
H -2.7425 2.7733 1.7515 0.1 0.3 0.6
H -2.6921 2.1465 0.1545 -0.4 0.5 -1.1
H -0.7721 0.3462 -0.0646 -0.5 -0.4 -0.4
H -1.1253 -1.0613 0.5032 0.1 -0.3 0.8
H -2.3416 -0.3208 -0.2662 -0.2 0.2 -0.8
H -1.0496 2.6479 0.8637 -2.6 -0.6 0.5
```
Positions in Å, forces in eV/Å.

Results
* Kohn-Sham gap: 0.3983 Eh
* max |F|: 5.16 eV Å⁻¹
* net charge: +1
* LUMO: -2.9 eV
* multiplicity: 1


The records above give, respectively, ΔE to the lowest compared entry with this formula, charge and spin values of 39.3, 38.5 kcal per mole.